202
Properties=species:S:1:pos:R:3:mulliken_charge:R:1 method="wB97M-V/def2-TZVPD" charge=+2 homo_lumo_gap_ev=10.769 e_tot_ev=-185617.5187
C -1.49 0.68 -4.86 -1.335
C -1.27 -0.76 -5.25 -0.558
C -1.39 -1.74 -4.09 -0.291
C -2.84 -1.99 -3.66 0.187
P -3.81 -3.31 -4.41 0.484
C -2.96 -4.85 -4.54 -1.159
C -2.03 -5.15 -3.36 -0.297
C -1.46 -6.62 -3.60 -0.758
C -0.59 -6.95 -2.42 -1.115
C -4.32 -2.90 -6.13 -1.269
C -4.88 -1.45 -6.33 -0.274
C -5.17 -1.28 -7.84 -0.619
C -5.56 0.06 -8.32 -1.398
C -5.23 -3.58 -3.22 -0.088
C -6.03 -4.80 -3.74 -0.904
C -5.60 -6.10 -3.18 -0.136
C -5.80 -7.37 -4.01 -1.414
H -2.27 0.75 -4.10 0.265
H -1.87 1.23 -5.66 0.417
H -0.61 1.27 -4.52 0.331
H -0.27 -0.74 -5.59 0.498
H -1.98 -1.04 -6.01 0.155
H -0.75 -1.40 -3.21 0.353
H -0.92 -2.68 -4.41 0.201
H -3.33 -1.05 -3.62 0.819
H -2.89 -2.41 -2.61 -0.873
H -2.37 -4.89 -5.46 0.918
H -3.61 -5.71 -4.65 0.069
H -2.65 -5.05 -2.48 0.016
H -1.13 -4.54 -3.40 0.652
H -0.88 -6.70 -4.56 0.402
H -2.27 -7.34 -3.74 0.332
H 0.28 -6.33 -2.39 0.338
H -0.22 -7.97 -2.43 0.496
H -1.13 -6.63 -1.50 0.042
H -5.00 -3.70 -6.48 0.739
H -3.35 -3.00 -6.63 0.721
H -4.21 -0.66 -6.00 0.166
H -5.88 -1.35 -5.78 0.336
H -6.03 -1.92 -8.14 0.328
H -4.43 -1.74 -8.53 0.437
H -6.53 0.49 -7.90 0.284
H -5.63 0.01 -9.35 0.467
H -4.69 0.73 -8.19 0.297
H -5.79 -2.63 -3.27 0.699
H -4.97 -3.64 -2.19 0.013
H -6.04 -4.88 -4.87 0.268
H -7.12 -4.66 -3.63 0.508
H -6.11 -6.19 -2.26 0.606
H -4.58 -6.05 -2.94 0.000
H -6.88 -7.55 -4.30 0.368
H -5.52 -8.30 -3.34 0.317
H -5.09 -7.39 -4.83 0.296
C 3.47 -0.79 0.67 -1.049
C 4.70 -1.46 1.41 -0.873
C 4.27 -2.51 2.45 -0.254
C 3.62 -3.73 1.92 -0.264
P 3.89 -5.41 2.73 0.818
C 3.21 -5.39 4.40 -1.400
C 1.67 -5.29 4.50 0.960
C 1.18 -5.13 5.95 -0.923
C -0.34 -5.38 5.90 -1.096
C 2.99 -6.53 1.64 -0.326
C 2.62 -7.82 2.28 -0.506
C 1.89 -8.85 1.37 -0.730
C 2.60 -9.18 0.08 -1.213
C 5.66 -5.68 2.94 -1.179
C 6.71 -5.54 1.86 -0.429
C 8.18 -5.42 2.41 -0.814
C 8.55 -4.02 2.92 -1.031
H 3.06 -1.53 0.00 0.317
H 3.79 0.08 0.14 0.521
H 2.68 -0.54 1.36 0.116
H 5.23 -0.68 1.93 0.452
H 5.42 -1.88 0.65 0.304
H 3.62 -2.03 3.23 0.254
H 5.17 -2.82 2.98 0.314
H 4.12 -3.84 0.95 0.680
H 2.54 -3.54 1.92 -0.394
H 3.54 -4.50 4.93 0.501
H 3.51 -6.24 5.03 0.569
H 1.10 -6.20 4.14 -0.124
H 1.46 -4.40 3.91 -0.265
H 1.47 -4.13 6.23 0.413
H 1.65 -5.76 6.69 0.437
H -0.81 -5.32 6.85 0.494
H -0.45 -6.39 5.52 0.348
H -0.98 -4.71 5.24 0.062
H 3.61 -6.69 0.77 0.760
H 2.08 -5.95 1.33 -0.015
H 1.97 -7.62 3.12 -0.019
H 3.50 -8.25 2.73 0.537
H 0.88 -8.59 1.24 0.224
H 1.81 -9.80 1.89 0.450
H 3.48 -9.83 0.30 0.288
H 2.82 -8.28 -0.50 0.285
H 1.95 -9.81 -0.55 0.412
H 5.86 -6.75 3.21 0.558
H 5.93 -5.13 3.78 0.702
H 6.60 -4.66 1.27 0.212
H 6.60 -6.37 1.11 0.381
H 8.91 -5.64 1.65 0.395
H 8.35 -6.14 3.18 0.387
H 8.42 -3.34 2.04 0.244
H 9.62 -3.98 3.25 0.360
H 7.93 -3.72 3.74 0.295
C 2.64 8.39 4.67 -1.161
C 1.28 9.03 4.33 -0.732
C 1.10 9.29 2.81 -0.995
C 0.72 8.13 1.90 0.731
P 0.85 8.49 0.16 1.009
C -0.25 7.36 -0.77 -0.794
C -1.77 7.67 -0.55 0.215
C -2.64 7.01 -1.66 -0.976
C -2.81 5.50 -1.63 -1.132
C 0.58 10.20 -0.24 -1.178
C 0.37 10.63 -1.70 -0.090
C -0.19 12.02 -1.76 -0.694
C -1.66 12.01 -1.51 -1.111
C 2.56 8.29 -0.32 -1.655
C 3.20 6.88 -0.15 0.217
C 4.66 6.88 -0.70 -0.528
C 5.68 7.45 0.33 -1.206
H 2.58 8.13 5.69 0.382
H 3.42 9.15 4.48 0.356
H 2.79 7.61 3.95 0.221
H 1.08 9.94 4.88 0.434
H 0.51 8.33 4.63 0.312
H 2.01 9.88 2.56 0.334
H 0.30 10.06 2.88 0.225
H -0.28 7.79 2.16 0.802
H 1.41 7.25 1.97 -0.736
H 0.07 6.38 -0.40 0.223
H 0.01 7.33 -1.86 0.568
H -2.16 8.73 -0.64 0.100
H -2.08 7.23 0.44 0.138
H -2.23 7.34 -2.60 0.368
H -3.65 7.36 -1.63 0.478
H -3.07 5.12 -0.66 0.184
H -1.91 4.98 -1.84 0.308
H -3.56 5.21 -2.36 0.439
H 1.27 10.84 0.36 0.680
H -0.33 10.42 0.31 0.352
H -0.33 9.95 -2.22 0.106
H 1.36 10.58 -2.22 0.274
H -0.05 12.43 -2.71 0.385
H 0.27 12.73 -1.05 0.328
H -2.15 11.35 -2.22 0.302
H -2.21 12.97 -1.59 0.382
H -1.98 11.57 -0.53 0.230
H 3.09 9.01 0.24 0.638
H 2.50 8.60 -1.37 0.734
H 2.54 6.11 -0.63 0.235
H 3.17 6.54 0.91 -0.119
H 4.72 7.53 -1.58 0.308
H 4.94 5.84 -1.00 0.340
H 6.67 7.46 -0.10 0.394
H 5.80 6.90 1.32 0.272
H 5.39 8.40 0.78 0.308
C -1.63 -0.18 4.34 -1.400
C -0.82 -0.17 3.05 0.813
O 0.34 -0.36 3.00 -0.305
N -1.55 0.20 1.80 0.607
H -2.37 -0.42 1.69 0.051
H -1.94 1.14 1.78 0.355
C -0.70 0.13 0.58 -0.395
H -1.01 -0.63 5.15 0.415
H -2.56 -0.80 4.33 0.277
H -1.98 0.80 4.50 0.295
H -1.24 0.46 -0.30 0.419
H -0.31 -0.86 0.56 0.195
H 0.13 0.86 0.77 -0.095
C -1.71 4.46 4.02 0.571
F -2.97 4.88 4.37 -0.238
F -0.92 5.50 3.97 -0.139
F -1.32 3.55 4.86 -0.201
S -1.68 3.86 2.32 0.936
O -2.57 2.74 2.34 -0.904
O -2.02 5.04 1.57 -0.540
N -0.29 3.19 2.14 -0.344
S 1.14 3.74 1.65 0.956
O 1.92 2.73 0.99 -0.630
O 1.07 5.04 0.99 -0.726
C 2.04 4.05 3.24 0.509
F 3.38 3.97 3.04 -0.240
F 1.77 5.20 3.74 -0.137
F 1.67 3.11 4.14 -0.203
C -1.65 -5.55 1.70 0.124
F -2.25 -5.35 2.92 -0.212
F -0.78 -6.54 1.81 -0.095
F -2.58 -5.95 0.82 -0.145
S -1.00 -3.94 1.21 0.376
O 0.03 -3.57 2.11 -0.214
O -0.74 -4.12 -0.20 -0.441
N -2.19 -2.88 1.43 -0.234
S -3.51 -2.60 0.68 1.021
O -3.75 -1.18 0.84 -0.975
O -3.80 -3.21 -0.54 -0.538
C -4.77 -3.28 1.79 0.372
F -4.98 -4.64 1.66 -0.229
F -4.38 -3.21 3.08 -0.200
F -5.95 -2.66 1.69 -0.205